A structure of composition H12O6 at a distorted geometry, computed with ωB97M-V/def2-TZVPD.

Computed properties:
- DFT total energy (Eh) = -458.50936
- molar mass (g mol⁻¹) = 108.1
- highest occupied orbital energy (eV) = -10.435
- LUMO (eV) = 0.1
- max |F| (Eh/bohr) = 0.144
- frontier orbital gap (eV) = 10.500
- ΔE to the lowest compared entry with this formula, charge and spin (eV) = 4.439

Each line ends with the Löwdin charge.
Cartesian coordinates (Å):
H (1.9984, 0.0612, 1.2641)  0.15
H (0.0330, -1.5546, -1.4130)  0.04
O (1.0668, 0.0354, 1.4828)  0.08
H (1.0511, 0.8883, -1.4538)  -0.02
H (-1.0773, -0.7472, 2.7603)  0.05
H (-1.2217, 1.3499, -0.5573)  -0.01
O (0.0692, 0.0583, -0.4337)  -0.14
H (1.6944, -0.2055, -2.2795)  0.01
H (0.9331, 0.7927, 2.0527)  0.14
O (1.4943, 0.7305, -2.2874)  -0.07
H (0.5805, -0.0769, 0.3641)  -0.14
H (-0.2216, -0.3253, 1.5849)  -0.09
O (-1.1024, -0.2390, 1.9496)  -0.04
O (-1.3525, 2.1842, -0.1065)  -0.06
H (-2.1275, 2.5624, -0.5218)  0.03
H (-0.6202, -0.6046, -0.3921)  0.03
H (-0.8849, -2.7480, -1.2542)  0.07
O (-0.3129, -2.1618, -0.7589)  -0.03

Atomic forces in eV per Å
0.74 -0.27 -0.08
0.45 -0.02 -0.38
6.10 0.76 4.15
-0.45 -0.15 0.01
-0.20 -0.19 0.19
0.44 -0.28 0.10
-1.80 0.97 -2.95
0.05 -0.04 0.04
-0.38 0.57 0.26
1.18 0.58 -1.35
-0.43 0.31 -1.27
-1.84 -0.97 0.57
-2.09 -0.10 0.72
-0.42 0.74 0.04
-0.19 0.29 0.03
-0.55 0.18 0.32
-0.21 -0.49 -0.01
-0.42 -1.92 -0.38

A cluster of 6 separate species, H12O6 in total at a distorted geometry, computed with ωB97M-V/def2-TZVPD.

Computed properties:
- DFT total energy (Eh) = -458.62001
- molar mass (g mol⁻¹) = 108.1
- highest occupied orbital energy (eV) = -10.818
- LUMO (eV) = -0.3
- max |F| (Eh/bohr) = 0.054
- frontier orbital gap (eV) = 10.491
- SMILES = O.O.O.O.O.O
- ΔE to the lowest compared entry with this formula, charge and spin (eV) = 1.428

Each line ends with the Löwdin charge.
Cartesian coordinates (Å):
H (-15.4330, 11.0140, -15.7250)  0.06
H (-14.2500, 11.4440, -19.3600)  -0.01
H (-12.7820, 9.9050, -17.3460)  0.00
H (-15.2330, 7.0980, -17.4710)  0.12
O (-14.4090, 6.1860, -20.1500)  -0.09
O (-16.1850, 10.4160, -15.7730)  -0.04
H (-12.8830, 11.0970, -19.7190)  0.04
O (-12.4580, 10.7230, -16.9920)  -0.07
H (-15.5390, 9.3170, -18.4080)  0.03
H (-12.8610, 11.3290, -17.6470)  0.00
H (-15.0640, 6.7300, -19.6610)  -0.01
O (-13.4060, 11.8640, -19.4880)  -0.05
H (-14.9150, 5.3550, -20.1900)  0.04
H (-15.9870, 9.5690, -15.3280)  0.08
H (-15.7300, 10.3880, -17.4090)  -0.05
O (-15.3320, 10.2730, -18.2480)  -0.07
H (-16.5830, 7.0580, -18.2370)  0.05
O (-15.7720, 7.5130, -18.2000)  -0.03

Atomic forces in eV per Å
0.34 -0.25 0.54
-1.15 -0.16 0.37
-0.18 -0.92 -0.02
-0.86 0.56 -1.18
-1.19 -0.42 0.31
-0.57 -0.51 0.45
0.59 -0.07 -0.30
-0.19 0.79 -0.16
0.33 1.14 -0.11
0.33 0.19 0.32
0.91 0.07 -0.34
0.61 0.29 -0.12
0.64 0.14 -0.31
0.25 0.96 -0.22
-0.87 0.42 1.51
0.54 -1.59 -2.23
-1.72 -0.88 0.15
2.19 0.24 1.34